Below is a structure of composition C17H31N2STl at a distorted geometry, with properties calculated with wB97M-V/def2-TZVPD.

Geometry as XYZ:
```
52
C17H31N2STl wB97M-V/def2-TZVPD
C 1.15807 2.45410 -1.89931
H 2.02472 2.73136 -1.25209
H 1.43556 1.61104 -2.54041
H 1.27522 1.97684 1.60999
C 0.13310 3.63727 -1.92688
H -0.80108 3.17290 -2.27779
H -0.07353 4.11054 -0.94056
C 0.69972 4.70186 -2.83086
H -0.11531 5.41710 -3.03181
H 1.54525 5.23353 -2.38717
H 1.02810 4.22015 -3.76385
C -1.06202 -2.17304 -0.74631
C -1.69794 -1.30103 -1.65873
C -0.72786 -0.89390 -2.62363
C 0.50430 -1.52574 -2.28697
C 0.27609 -2.33792 -1.14555
C 1.27115 -3.22156 -0.47794
C 1.77241 -1.38948 -3.04027
C -0.95934 -0.03769 -3.80641
C -3.13237 -0.92799 -1.65371
C -1.71135 -2.85317 0.41007
Tl 0.56076 1.32893 -0.25358
H 2.62968 -1.69082 -2.42435
H 1.76967 -2.03338 -3.93209
H 1.94154 -0.36169 -3.38281
H 2.24482 -3.15459 -0.96586
H 1.39563 -2.94192 0.57709
H 0.94013 -4.27006 -0.52236
H -2.60757 -2.31413 0.72439
H -2.01087 -3.87821 0.15288
H -1.02123 -2.91464 1.25922
H -3.31417 -0.02187 -2.23771
H -3.75716 -1.72918 -2.08109
H -3.48451 -0.75425 -0.62659
H -0.16264 0.70617 -3.93778
H -0.99283 -0.64129 -4.72643
H -1.91381 0.49391 -3.73469
S 1.79144 -0.22142 1.35797
C 1.00009 -0.09530 2.90703
N -0.32965 -0.15718 3.02926
C -1.04353 -0.10506 4.31659
C -0.23687 0.67741 5.33253
C 1.19243 0.18891 5.37093
N 1.75295 0.12206 3.99828
H -0.82858 -0.50611 2.21048
H -1.21647 -1.13123 4.66877
H -2.02004 0.36258 4.15030
H -0.68665 0.57036 6.31653
H -0.25433 1.74111 5.07425
H 1.25048 -0.81057 5.82623
H 1.83562 0.86522 5.94782
H 2.73280 0.07111 3.87494
```

Output
E in a.u.: -1345.7884
Orbital gap (spin up / spin down) in eV: 4.403 / 4.659
Net charge: +2
LUMO level (spin up / spin down) in eV: -8.94 / -8.88
HOMO (spin up / spin down) in eV: -13.346 / -13.536

Results of the Löwdin charge analysis, in e, for atoms 1 through 8: atom 1 (C): -0.304, atom 2 (H): 0.065, atom 3 (H): 0.016, atom 4 (H): -0.020, atom 5 (C): -0.351, atom 6 (H): 0.096, atom 7 (H): 0.114, atom 8 (C): -0.100